[1]
Computed, not measured: 6 unconnected molecules or ions with the total composition H12O6 at a distorted geometry, with ωB97M-V/def2-TZVPD.

## Properties
charge	0
lowest unoccupied orbital energy	0.46	eV
SMILES string	O.O.O.O.O.O
multiplicity	1

Atoms and positions in Å:
O1 4.772 0.807 -2.282
H1 5.055 1.140 -3.146
H2 5.702 0.394 -2.005
O2 0.393 -1.690 0.863
H3 0.002 -0.869 1.167
H4 0.946 -1.566 0.077
O3 3.058 -7.052 -0.812
H5 3.535 -7.695 -1.321
H6 3.585 -6.250 -0.673
O4 -5.565 3.182 1.336
H7 -6.445 2.803 1.394
H8 -5.580 4.097 1.659
O5 -2.554 2.931 0.826
H9 -3.463 2.778 1.064
H10 -1.999 3.479 1.367
O6 -0.283 0.834 0.106
H11 0.067 1.674 0.393
H12 -1.225 1.005 -0.013

***

[2]
Computed, not measured: 6 unconnected molecules or ions with the total composition H12O6 at a distorted geometry, with ωB97M-V/def2-TZVPD.

## Properties
charge	0
lowest unoccupied orbital energy	0.07	eV
SMILES string	O.O.O.O.O.O
multiplicity	1

Atoms and positions in Å:
O1 1.908 -0.172 2.447
H1 2.108 0.749 2.263
H2 1.107 -0.358 1.972
O2 -0.505 2.626 -0.512
H3 -0.895 3.300 -1.068
H4 0.346 2.739 -0.891
O3 2.131 1.013 -0.624
H5 2.883 0.725 -0.143
H6 1.410 0.561 -0.131
O4 -2.081 -1.076 -1.357
H7 -2.870 -1.020 -1.856
H8 -1.474 -0.405 -1.793
O5 -0.282 0.104 0.696
H9 -1.074 -0.334 0.496
H10 -0.452 1.042 0.404
O6 -0.819 -3.272 0.409
H11 -1.124 -2.479 -0.029
H12 -0.315 -3.736 -0.290

***

[3]
Computed, not measured: 6 unconnected molecules or ions with the total composition H12O6 at a distorted geometry, with ωB97M-V/def2-TZVPD.

## Properties
charge	0
lowest unoccupied orbital energy	-0.06	eV
SMILES string	O.O.O.O.O.O
multiplicity	1

Atoms and positions in Å:
O1 -0.120 1.101 -0.291
H1 0.611 1.025 0.335
H2 -0.599 0.248 -0.223
O2 -1.246 -1.086 -2.472
H3 -0.838 -0.771 -1.738
H4 -0.897 -0.468 -3.141
O3 -4.499 2.945 -0.094
H5 -3.845 2.830 0.530
H6 -4.806 2.016 -0.051
O4 -0.225 -3.108 0.675
H7 -1.046 -2.918 0.372
H8 -0.077 -3.958 0.179
O5 3.435 0.427 2.603
H9 3.797 1.241 2.250
H10 2.718 0.268 1.894
O6 2.564 -0.178 -0.489
H11 2.913 -0.907 0.034
H12 2.801 0.583 0.120

***

[4]
Computed, not measured: 6 unconnected molecules or ions with the total composition H12O6, with ωB97M-V/def2-TZVPD.

## Properties
charge	0
lowest unoccupied orbital energy	0.01	eV
SMILES string	O.O.O.O.O.O
multiplicity	1

Atoms and positions in Å:
O1 0.518 -0.043 0.522
H1 0.624 0.504 1.308
H2 0.664 -0.941 0.839
O2 -0.311 -2.538 -1.362
H3 -1.118 -2.950 -1.692
H4 -0.501 -1.593 -1.392
O3 -3.123 -1.112 1.864
H5 -3.071 -0.156 1.749
H6 -3.121 -1.457 0.965
O4 -3.078 2.688 -1.383
H7 -4.014 2.781 -1.174
H8 -2.662 2.517 -0.531
O5 3.876 1.471 0.851
H9 3.109 1.803 0.371
H10 3.541 1.295 1.737
O6 2.910 -0.399 -1.060
H11 2.349 -1.143 -1.309
H12 3.408 -0.725 -0.302

***

[5]
Computed, not measured: a molecular structure, H12O6 at a distorted geometry, with ωB97M-V/def2-TZVPD.

## Properties
charge	0
lowest unoccupied orbital energy	0.51	eV
multiplicity	1

Atoms and positions in Å:
O1 -1.033 -2.300 -0.813
H1 -0.364 -1.667 -1.145
H2 -0.729 -3.176 -1.060
O2 0.090 0.280 2.263
H3 0.913 -0.216 2.311
H4 -0.591 -0.478 2.011
O3 -1.198 -1.372 1.777
H5 -1.456 -2.083 2.363
H6 -1.105 -1.685 0.852
O4 0.208 2.505 0.753
H7 0.209 1.677 1.296
H8 -0.707 2.800 0.708
O5 0.920 2.078 -1.792
H9 1.836 2.368 -1.743
H10 0.617 2.240 -0.860
O6 0.925 -0.599 -2.062
H11 0.877 0.369 -1.904
H12 0.587 -0.739 -2.953

***

[6]
Computed, not measured: 6 unconnected molecules or ions with the total composition H12O6 at a distorted geometry, with ωB97M-V/def2-TZVPD.

## Properties
charge	0
lowest unoccupied orbital energy	-0.17	eV
SMILES string	O.O.O.O.O.O
multiplicity	1

Atoms and positions in Å:
O1 -0.491 -1.161 1.534
H1 0.293 -1.149 2.003
H2 -0.595 -2.091 1.345
O2 -3.183 -1.678 0.277
H3 -2.739 -0.826 0.366
H4 -3.503 -1.715 -0.608
O3 0.338 -0.263 -1.016
H5 1.287 -0.299 -0.805
H6 0.005 -0.612 -0.199
O4 0.538 1.689 1.419
H7 0.242 0.905 1.950
H8 1.224 1.288 0.855
O5 2.874 0.484 -0.371
H9 3.539 1.189 -0.280
H10 3.348 -0.150 0.125
O6 -0.906 1.851 -2.274
H11 -0.508 1.028 -2.007
H12 -1.755 1.505 -2.308